Record 1
Entry from OMol25: C21H15BrCrN3O5 as an isolated structure (ωB97M-V with the def2-TZVPD basis set).

LUMO (alpha / beta) ... 0.0904 / 0.0896 hartree
HOMO-LUMO gap (alpha / beta) ... 0.2099 / 0.2483 Ha
Multiplicity ... 5
Largest force on an atom ... 0.07869 Eh/bohr
E_tot ... -4968.3183 hartree
Relative energy (zero: lowest compared OMol25 entry of this formula, charge and spin) ... 0.0 kcal/mol
Charge ... -1

Last column: Löwdin charge in e.
CARTESIAN COORDINATES (ANGSTROEM)
Cr: -0.27 0.07 0.00  0.730
C: -0.74 -4.26 -1.58  -0.039
O: -0.26 -3.54 -2.75  -0.113
C: 0.92 -2.90 -2.60  -0.235
C: 2.02 -3.53 -3.19  -0.005
C: 3.31 -2.92 -3.00  -0.114
C: 3.47 -1.76 -2.25  -0.075
C: 2.38 -1.07 -1.71  -0.172
C: 2.56 0.16 -1.01  -0.017
N: 1.55 0.80 -0.39  -0.114
N: 1.89 1.93 0.25  0.050
C: 0.85 2.29 1.04  -0.429
O: -0.15 1.52 1.36  -0.136
C: 0.93 3.64 1.61  -0.135
C: -0.03 4.03 2.56  -0.011
C: 0.03 5.32 3.13  -0.080
C: 0.94 6.25 2.63  -0.110
C: 1.66 5.94 1.50  -0.125
C: 1.70 4.67 1.02  -0.049
C: 1.11 -1.67 -1.83  -0.227
O: -0.02 -1.13 -1.40  -0.189
H: -1.01 -5.27 -1.89  0.076
H: -1.69 -3.79 -1.24  0.087
H: 0.00 -4.27 -0.79  0.096
H: 1.91 -4.47 -3.74  0.108
H: 4.19 -3.31 -3.50  0.078
H: 4.44 -1.25 -2.23  0.104
H: 3.46 0.71 -0.98  0.106
H: -0.76 3.30 2.87  0.109
H: -0.62 5.58 3.92  0.080
H: 1.13 7.16 3.13  0.080
H: 2.36 6.66 1.05  0.107
H: 2.36 4.38 0.16  0.120
Br: -3.41 1.59 -1.05  0.740
C: -3.31 -0.08 -0.09  -0.642
C: -4.56 -0.76 0.11  -0.118
C: -4.61 -1.95 0.80  -0.062
C: -3.41 -2.46 1.29  -0.002
C: -2.22 -1.79 1.06  -0.115
N: -2.17 -0.51 0.49  0.016
C: -0.84 -2.31 1.47  -0.597
O: -0.84 -3.50 1.77  0.017
O: 0.13 -1.45 1.35  -0.092
H: -5.45 -0.24 -0.18  0.078
H: -5.57 -2.42 0.93  0.106
H: -3.36 -3.36 1.90  0.116

=====

Record 2
Entry from OMol25: C21H15BrGaIN3O6 as an isolated structure (ωB97M-V with the def2-TZVPD basis set).

LUMO ... 0.0502 hartree
HOMO-LUMO gap ... 0.2504 Ha
Multiplicity ... 1
Largest force on an atom ... 0.00681 Eh/bohr
E_tot ... -6221.7232 hartree
Relative energy (zero: lowest compared OMol25 entry of this formula, charge and spin) ... 2.5 kcal/mol
Charge ... -1

Last column: Löwdin charge in e.
CARTESIAN COORDINATES (ANGSTROEM)
Ga: -0.31 -0.27 -0.95  -0.088
C: 1.74 -1.95 2.69  -0.010
C: 1.53 -0.47 2.65  -0.244
N: 2.21 0.30 3.45  0.121
C: 2.04 1.65 3.39  -0.102
C: 1.15 2.26 2.55  -0.165
C: 1.03 3.75 2.52  -0.212
O: 1.17 4.29 1.20  -0.061
C: 0.39 1.44 1.69  -0.079
C: -0.68 2.00 0.90  -0.005
N: -1.25 1.38 -0.08  0.012
C: -2.44 1.93 -0.64  -0.382
C: -2.50 3.26 -1.04  -0.020
C: -3.67 3.76 -1.59  -0.072
C: -4.78 2.95 -1.74  -0.083
C: -4.72 1.62 -1.34  -0.144
C: -3.55 1.12 -0.79  -0.656
I: -3.45 -0.87 -0.20  1.063
C: 0.58 0.05 1.70  -0.264
O: -0.05 -0.78 0.93  -0.071
H: 2.47 -2.19 3.46  0.079
H: 2.09 -2.31 1.72  0.085
H: 0.80 -2.47 2.90  0.086
H: 2.67 2.24 4.04  0.106
H: 1.78 4.18 3.20  0.114
H: 0.05 4.09 2.87  0.121
H: 1.95 3.89 0.80  0.102
H: -1.08 2.96 1.20  0.141
H: -1.62 3.88 -0.96  0.125
H: -3.71 4.79 -1.92  0.105
H: -5.69 3.33 -2.17  0.103
H: -5.58 0.97 -1.46  0.093
O: 1.67 -6.79 -2.34  -0.051
C: 2.41 -5.79 -2.23  -0.696
O: 3.65 -5.69 -2.28  -0.036
C: 1.66 -4.47 -1.93  -0.073
C: 0.28 -4.45 -1.84  0.019
C: -0.37 -3.26 -1.57  -0.086
N: 0.30 -2.13 -1.39  0.026
C: 1.64 -2.12 -1.49  -0.143
C: 2.35 -3.27 -1.76  0.080
C: 2.32 -0.76 -1.31  -0.530
O: 3.52 -0.68 -1.29  0.097
O: 1.50 0.25 -1.15  -0.037
H: -0.26 -5.38 -1.98  0.116
H: -1.45 -3.20 -1.49  0.093
H: 3.43 -3.25 -1.83  0.131
Br: -1.20 0.21 -3.12  0.290

=====

Record 3
Entry from OMol25: a 3-piece molecular cluster, C21H15ClF21NO4 overall (ωB97M-V with the def2-TZVPD basis set).

LUMO ... 0.0102 hartree
SMILES ... O=C1O[C@@H](c2cccnc2)[C@H](Cl)[C@H]1C(F)(F)C(F)(F)F.FC(F)C(F)(F)COC(F)(F)C(F)F.FC(F)C(F)(F)COC(F)(F)C(F)F
HOMO-LUMO gap ... 0.3939 Ha
Multiplicity ... 1
Largest force on an atom ... 0.05371 Eh/bohr
E_tot ... -3722.3451 hartree
Charge ... 0

Last column: Löwdin charge in e.
CARTESIAN COORDINATES (ANGSTROEM)
O: -2.90 0.38 0.17  0.168
C: -2.48 1.33 -0.45  -0.392
O: -3.23 2.23 -1.13  0.065
C: -2.62 3.56 -1.05  -0.232
C: -3.67 4.39 -0.37  -0.163
C: -4.78 4.72 -1.09  -0.012
C: -5.73 5.42 -0.44  -0.071
C: -5.60 5.79 0.85  -0.133
N: -4.52 5.50 1.55  0.097
C: -3.60 4.81 0.91  -0.095
C: -1.33 3.30 -0.25  -0.603
Cl: -0.11 4.51 -0.65  0.740
C: -1.04 1.86 -0.65  -0.113
C: 0.09 1.16 0.06  -0.428
F: 1.23 1.86 -0.16  0.113
F: -0.12 1.12 1.38  0.174
C: 0.40 -0.26 -0.46  -0.587
F: -0.64 -1.05 -0.37  0.202
F: 1.35 -0.78 0.33  0.161
F: 0.89 -0.24 -1.68  0.200
H: -2.36 3.88 -2.05  0.150
H: -4.90 4.43 -2.11  0.133
H: -6.63 5.69 -0.97  0.114
H: -6.39 6.34 1.34  0.111
H: -2.71 4.57 1.48  0.115
H: -1.58 3.22 0.80  0.114
H: -0.88 1.79 -1.73  0.179
C: 4.10 -0.26 2.53  -0.036
C: 5.62 -0.07 2.41  -0.439
C: 6.54 -1.01 3.20  -0.311
F: 6.38 -0.88 4.53  0.102
F: 7.83 -0.69 2.93  0.095
F: 5.94 1.21 2.65  0.135
F: 5.92 -0.31 1.10  0.103
O: 3.37 0.62 3.40  0.042
C: 3.19 0.37 4.74  -0.538
C: 3.83 1.46 5.62  -0.290
F: 5.15 1.56 5.39  0.105
F: 3.65 1.14 6.92  0.100
F: 3.60 -0.87 5.09  0.153
F: 1.86 0.42 4.98  0.143
H: 3.71 0.00 1.55  0.136
H: 3.82 -1.30 2.69  0.147
H: 6.38 -2.05 2.92  0.172
H: 3.36 2.42 5.42  0.175
C: -0.43 -3.33 -3.01  -0.038
C: -1.95 -3.09 -3.12  -0.437
C: -2.88 -3.88 -2.19  -0.306
F: -2.80 -5.21 -2.39  0.103
F: -4.16 -3.51 -2.44  0.098
F: -2.34 -3.24 -4.41  0.135
F: -2.16 -1.78 -2.81  0.096
O: 0.18 -4.20 -3.96  0.045
C: 0.26 -5.57 -3.80  -0.538
C: -0.50 -6.32 -4.90  -0.290
F: -1.80 -5.98 -4.92  0.105
F: -0.42 -7.65 -4.65  0.100
F: -0.12 -5.94 -2.56  0.154
F: 1.56 -5.90 -3.92  0.143
H: 0.02 -2.36 -3.23  0.138
H: -0.13 -3.57 -1.99  0.144
H: -2.65 -3.66 -1.15  0.174
H: -0.06 -6.11 -5.87  0.175

=====

Record 4
Entry from OMol25: C21H16CaN2O8S as an isolated structure (ωB97M-V with the def2-TZVPD basis set).

LUMO ... 0.1544 hartree
HOMO-LUMO gap ... 0.1917 Ha
Multiplicity ... 1
Largest force on an atom ... 0.10992 Eh/bohr
E_tot ... -2597.2275 hartree
Relative energy (zero: lowest compared OMol25 entry of this formula, charge and spin) ... 23.5 kcal/mol
Charge ... -2

Last column: Löwdin charge in e.
CARTESIAN COORDINATES (ANGSTROEM)
Ca: 1.00 -1.42 -0.40  1.405
O: -3.20 1.90 1.54  0.033
C: -2.92 1.35 2.69  -0.271
C: -3.61 1.84 3.83  -0.047
C: -3.55 1.09 4.98  -0.145
C: -2.78 -0.06 5.05  -0.139
C: -2.06 -0.55 3.95  -0.045
C: -2.07 0.14 2.74  -0.067
C: -1.34 -0.45 1.63  -0.486
O: -0.59 -1.44 1.75  -0.111
N: -1.52 0.21 0.45  -0.025
N: -1.07 -0.32 -0.63  -0.137
C: -1.72 0.04 -1.73  -0.080
C: -1.41 -0.45 -3.00  -0.145
C: -2.24 0.03 -4.08  -0.064
C: -1.74 -0.05 -5.36  -0.154
C: -0.66 -0.91 -5.63  -0.137
C: -0.03 -1.63 -4.65  -0.040
C: -0.39 -1.47 -3.28  -0.391
O: 0.17 -2.18 -2.39  -0.210
H: -2.65 1.39 0.84  0.078
H: -4.28 2.68 3.64  0.107
H: -4.20 1.32 5.84  0.097
H: -2.80 -0.64 5.96  0.078
H: -1.63 -1.54 4.02  0.104
H: -2.50 0.78 -1.59  0.117
H: -3.16 0.58 -3.89  0.093
H: -2.23 0.41 -6.22  0.075
H: -0.37 -0.95 -6.67  0.083
H: 0.78 -2.32 -4.88  0.108
O: 4.58 2.49 -3.96  0.063
C: 3.94 1.79 -3.22  -0.266
C: 4.13 0.34 -2.85  -0.359
O: 5.00 -0.44 -3.13  0.049
C: 3.04 -0.06 -1.93  -0.308
C: 2.22 1.07 -1.49  -0.337
O: 1.31 0.91 -0.65  -0.128
C: 2.72 2.28 -2.23  -0.247
O: 2.37 3.46 -2.21  0.000
O: 2.92 -1.23 -1.37  -0.248
C: 2.73 -2.20 3.61  -0.466
S: 2.98 -1.14 2.22  0.758
C: 2.34 0.42 2.69  -0.428
H: 3.16 -1.90 4.61  0.046
H: 3.06 -3.23 3.36  0.036
H: 1.63 -2.24 3.78  0.030
H: 1.56 0.31 3.46  0.047
H: 1.90 0.93 1.81  0.033
H: 3.19 1.07 3.01  0.041